Run i
The following is a DFT calculation (wB97M-V/def2-TZVPD) of an isolated molecule of CHN3O3.

Last columns: bonded neighbours and bond lengths (Å).
Element x y z (Å)
1 C -0.60 -1.62 -0.12  N2 1.169, N3 1.303
2 N -1.21 -2.53 -0.52  C1 1.169
3 N 0.16 -0.61 0.20  C1 1.303, O7 1.380, H8 1.052
4 N 2.58 -0.25 0.04  O5 1.185, O6 1.169, O7 1.436
5 O 2.60 -0.19 1.22  N4 1.185
6 O 3.41 -0.22 -0.78  N4 1.169
7 O 1.27 -0.29 -0.55  N3 1.380, N4 1.436
8 H 0.07 -0.05 1.09  N3 1.052

Properties
SMILES = N#CNO[N+](=O)[O-]
molecular weight = 103.037 g/mol
gap between HOMO and LUMO = 10.30 eV
highest occupied orbital energy = -0.387 Eh
charge = 0

Run ii
The following is a DFT calculation (wB97M-V/def2-TZVPD) of a 2-piece molecular cluster, CHN3O3 overall.

Last columns: bonded neighbours and bond lengths (Å).
Element x y z (Å)
1 C 1.87 -1.17 -0.01  N2 1.135
2 N 2.91 -1.38 -0.42  C1 1.135
3 N -0.61 0.03 0.96  N4 1.399, O7 1.289
4 N -0.28 0.97 -0.03  N3 1.399, O5 1.195, O6 1.220
5 O 0.63 1.70 0.22  N4 1.195
6 O -0.97 0.93 -1.03  N4 1.220
7 O -1.62 -0.69 0.62  N3 1.289, H8 1.014
8 H -1.91 -0.40 -0.31  O7 1.014

Properties
molecular weight = 103.037 g/mol
gap between HOMO and LUMO (spin up / spin down) = 9.78 / 6.80 eV
highest occupied orbital energy (spin up / spin down) = -0.462 / -0.410 Eh
charge = 0

Stability summary - winner: run i; margin: 293.2 kJ/mol.

Run i
The following is a DFT calculation (wB97M-V/def2-TZVPD) of an isolated molecule of CHN3O3.

Last columns: bonded neighbours and bond lengths (Å).
Element x y z (Å)
1 C 0.68 0.37 -0.64  N3 1.272, N4 1.476, H8 1.071
2 N -0.77 -0.36 0.85  N4 1.321, O5 1.204
3 N 0.93 -0.76 -0.11  C1 1.272, O6 1.193
4 N -0.62 0.64 0.01  C1 1.476, N2 1.321, O7 1.226
5 O -1.72 -0.87 1.38  N2 1.204
6 O 1.67 -1.69 -0.10  N3 1.193
7 O -1.37 1.61 -0.13  N4 1.226
8 H 1.21 1.06 -1.27  C1 1.071

Properties
SMILES = O=N/C=[N+](/[O-])N=O
molecular weight = 103.037 g/mol
gap between HOMO and LUMO (spin up / spin down) = 7.79 / 7.47 eV
highest occupied orbital energy (spin up / spin down) = -0.336 / -0.335 Eh
charge = 0

Run ii
The following is a DFT calculation (wB97M-V/def2-TZVPD) of a 2-piece molecular cluster, CHN3O3 overall.

Last columns: bonded neighbours and bond lengths (Å).
Element x y z (Å)
1 C 2.42 1.45 1.39  N2 1.134
2 N 3.24 1.21 2.13  C1 1.134
3 N -0.66 0.95 0.74  N4 1.391, O7 1.285
4 N -0.21 1.45 -0.48  N3 1.391, O5 1.197, O6 1.224
5 O -0.16 2.64 -0.59  N4 1.197
6 O 0.09 0.60 -1.31  N4 1.224
7 O -0.69 -0.33 0.75  N3 1.285, H8 1.021
8 H -0.36 -0.65 -0.16  O7 1.021

Properties
molecular weight = 103.037 g/mol
gap between HOMO and LUMO (spin up / spin down) = 4.83 / 4.83 eV
highest occupied orbital energy (spin up / spin down) = -0.380 / -0.380 Eh
charge = 0

Stability summary - winner: run i; margin: 192.3 kJ/mol.